DFT (wB97M-V/def2-TZVPD) results for 2 unconnected molecules or ions with the total composition C5H12O3 at a distorted geometry.

Positions of all 20 atoms, in Å:
O1 3.359449 -0.720491 1.145125
C1 2.171138 -0.679076 0.934256
C2 1.705330 -0.391296 -0.496339
C3 0.401718 0.398386 -0.652394
C4 -0.761536 -0.156953 0.187364
C5 -0.939414 0.244844 1.653849
O2 -1.901005 1.332268 1.670652
H1 1.488634 -0.704916 1.797144
H2 2.587144 0.088938 -0.917115
H3 1.666631 -1.395412 -0.938286
H4 0.509475 1.475614 -0.484207
H5 0.107199 0.407965 -1.690398
H6 -1.581947 0.326798 -0.346980
H7 -0.959636 -1.207566 0.036925
H8 -1.476305 -0.463095 2.283461
H9 -0.061979 0.548362 2.221540
H10 -1.554954 2.211357 1.547258
O3 -1.399626 -0.233084 -2.899400
H11 -1.007212 -0.807388 -2.261692
H12 -2.353104 -0.275255 -2.790764

Cartesian forces (eV/Å) of the 3 atoms listed first:
-0.09 -0.42 0.36
0.83 1.20 -0.52
0.20 -0.17 0.96

Computed properties:
**Total charge**: 0
**SMILES string**: O=CCCCCO.O
**Calculated total energy**: -423.37185 Ha
**HOMO energy**: -9.733 eV
**F_max**: 0.036 hartree/bohr
**Kohn-Sham gap**: 10.367 eV

Results of the natural (NBO) charge analysis, in e, for atoms 1 through 6: atom 1 (O): -0.5244, atom 2 (C): 0.4303, atom 3 (C): -0.5137, atom 4 (C): -0.4188, atom 5 (C): -0.4668, atom 6 (C): -0.0737

DFT (wB97M-V/def2-TZVPD) results for 3 unconnected molecules or ions with the total composition C5H12O3 at a distorted geometry.

Positions of all 20 atoms, in Å:
C1 -1.685184 -0.446894 -0.584893
C2 0.460140 0.025880 0.630597
C3 0.278081 0.967147 -0.324615
C4 1.221728 -1.236564 0.457183
C5 2.152481 1.661214 0.791567
O1 -2.012039 0.101222 -1.830523
O2 -1.801647 -1.859100 -0.626519
O3 -2.511609 -0.011574 0.438178
H1 -2.972763 -0.004624 -1.985083
H2 -1.454919 -2.139407 -1.481870
H3 -3.288679 -0.600303 0.485624
H4 -0.052180 0.167713 1.574691
H5 -0.358727 1.819063 -0.147932
H6 0.703596 0.855192 -1.311314
H7 1.935294 -1.372215 1.272210
H8 0.510357 -2.066278 0.493028
H9 1.753033 -1.263862 -0.494333
H10 1.964578 2.696212 0.522904
H11 2.975976 1.202426 0.255051
H12 2.182482 1.504752 1.866049

Cartesian forces (eV/Å) of the 3 atoms listed first:
-0.94 -0.54 -0.26
-0.30 0.14 -0.31
0.01 -0.40 0.30

Computed properties:
**Total charge**: 0
**Calculated total energy**: -423.21999 Ha
**HOMO energy (spin up / spin down)**: -6.882 / -6.290 eV
**F_max**: 0.022 hartree/bohr
**Kohn-Sham gap (spin up / spin down)**: 7.619 / 6.650 eV

Results of the natural (NBO) charge analysis, in e, for atoms 1 through 6: atom 1 (C): 0.6569, atom 2 (C): -0.0162, atom 3 (C): -0.2778, atom 4 (C): -0.6777, atom 5 (C): -0.7126, atom 6 (O): -0.7668

DFT (wB97M-V/def2-TZVPD) results for 3 unconnected molecules or ions with the total composition C5H12O3 at a distorted geometry.

Positions of all 20 atoms, in Å:
C1 0.246797 -0.567504 -2.289582
C2 0.973318 -0.725948 -3.418835
C3 0.537345 1.042897 0.811559
O1 -0.365762 1.286240 1.738772
C4 0.189603 -0.464045 0.261283
C5 0.809361 -0.731339 -1.009730
H1 -0.812096 -0.326019 -2.349882
H2 2.022522 -0.923301 -3.227133
H3 0.548279 -0.642113 -4.405088
H4 0.474597 1.699693 -0.059634
H5 1.580189 0.963739 1.150194
H6 -0.881162 -0.534783 0.073693
H7 0.556336 -1.174455 0.998703
H8 1.848828 -1.062407 -1.023906
H9 -0.134810 0.102933 2.891890
H10 0.816875 -0.518486 4.008561
O2 0.030581 -0.647533 3.516938
H11 -3.549641 1.420539 0.730212
H12 -2.029337 1.047571 1.015556
O3 -2.861822 0.754323 0.586427

Cartesian forces (eV/Å) of the 3 atoms listed first:
-1.01 0.33 -1.00
0.04 0.07 1.51
-0.55 1.52 1.05

Computed properties:
**Total charge**: 0
**Calculated total energy**: -423.28460 Ha
**HOMO energy**: -8.719 eV
**F_max**: 0.082 hartree/bohr
**Kohn-Sham gap**: 6.217 eV

Results of the natural (NBO) charge analysis, in e, for atoms 1 through 6: atom 1 (C): -0.3073, atom 2 (C): -0.1994, atom 3 (C): 0.0527, atom 4 (O): -0.7484, atom 5 (C): -0.5268, atom 6 (C): 0.1375

DFT (wB97M-V/def2-TZVPD) results for 2 unconnected molecules or ions with the total composition C5H12O3 at a distorted geometry.

Positions of all 20 atoms, in Å:
C1 1.467835 0.831512 0.804031
C2 1.919563 -0.440913 0.139946
O1 1.566716 -0.618379 -1.148357
O2 0.952252 -1.661669 0.651651
O3 3.230579 -0.701714 0.411876
H1 1.810822 0.855667 1.835039
H2 0.385634 0.907636 0.755036
H3 1.908031 1.664938 0.257778
H4 1.012356 -1.506214 -0.905070
H5 1.302452 -2.075698 1.448434
H6 3.536859 -1.392087 -0.193434
C3 -2.622258 0.981648 0.730695
C4 -2.031691 0.093158 -0.055953
C5 -1.803378 0.266803 -1.523188
H7 -3.009549 1.916555 0.344421
H8 -2.767105 0.801981 1.786194
H9 -1.642898 -0.825471 0.369773
H10 -2.261744 -0.552981 -2.080850
H11 -0.733843 0.247759 -1.745035
H12 -2.220633 1.207471 -1.882987

Cartesian forces (eV/Å) of the 3 atoms listed first:
0.17 -0.13 -0.19
-1.31 -1.38 1.34
-1.30 -2.03 -0.40

Computed properties:
**Total charge**: 0
**SMILES string**: CC(O)(O)O.C=CC
**Calculated total energy**: -423.37997 Ha
**HOMO energy**: -9.499 eV
**F_max**: 0.058 hartree/bohr
**Kohn-Sham gap**: 10.122 eV

Results of the natural (NBO) charge analysis, in e, for atoms 1 through 6: atom 1 (C): -0.6742, atom 2 (C): 0.7853, atom 3 (O): -0.7504, atom 4 (O): -0.8621, atom 5 (O): -0.6972, atom 6 (H): 0.2247

DFT (wB97M-V/def2-TZVPD) results for 2 unconnected molecules or ions with the total composition C5H12O3 at a distorted geometry.

Positions of all 20 atoms, in Å:
C1 1.611231 -0.454189 -0.076243
C2 0.968330 1.997501 -0.337275
C3 1.432008 -1.749823 0.711020
C4 0.834542 0.733489 0.484157
O1 0.747365 0.861833 1.780889
H1 2.664143 -0.157082 -0.063477
H2 1.324499 -0.589090 -1.121179
H3 0.381222 2.791418 0.120391
H4 2.015264 2.299508 -0.372857
H5 0.611634 1.824559 -1.353641
H6 1.599085 -1.576143 1.773596
H7 0.428304 -2.159606 0.580188
H8 2.134990 -2.506419 0.360999
C5 -3.047498 -0.189812 -0.714272
O2 -1.726760 -0.641479 -0.687451
O3 -0.776247 0.385174 0.509368
H9 -0.956898 -0.592803 0.649887
H10 -3.127113 0.825541 -1.118183
H11 -3.533304 -0.236350 0.267790
H12 -3.584797 -0.866228 -1.393709

Cartesian forces (eV/Å) of the 3 atoms listed first:
-0.41 -0.17 0.06
-0.53 -0.14 -0.10
0.03 0.18 -0.04

Computed properties:
**Total charge**: 0
**Calculated total energy**: -423.21580 Ha
**HOMO energy (spin up / spin down)**: -9.525 / -9.526 eV
**F_max**: 0.048 hartree/bohr
**Kohn-Sham gap (spin up / spin down)**: 7.761 / 7.763 eV

Results of the natural (NBO) charge analysis, in e, for atoms 1 through 6: atom 1 (C): -0.4742, atom 2 (C): -0.6745, atom 3 (C): -0.6127, atom 4 (C): 0.5670, atom 5 (O): -0.5602, atom 6 (H): 0.2248

DFT (wB97M-V/def2-TZVPD) results for a molecular structure, C5H12O3Zn at a distorted geometry.

Positions of all 21 atoms, in Å:
C1 -2.486474 2.144211 -1.178557
C2 -2.327985 0.668177 -1.002762
O1 -2.958706 0.144244 0.122092
Zn1 -4.498182 -0.859830 0.261535
H1 -2.908214 2.604431 -0.275847
H2 -3.152443 2.334963 -2.030356
H3 -1.503340 2.588503 -1.376775
H4 -2.558623 0.029306 -1.867987
O2 -0.815842 0.351898 -0.406411
H5 -1.933431 -0.098440 0.697682
C3 2.686128 -0.762793 1.427919
O3 1.692082 -0.345256 0.526477
C4 0.759088 -1.350500 0.227344
C5 -0.207609 -0.861535 -0.821830
H6 3.358022 0.085756 1.601497
H7 2.244983 -1.078259 2.389175
H8 3.269836 -1.605120 1.017396
H9 0.205436 -1.648073 1.137365
H10 1.270652 -2.250085 -0.162198
H11 -1.001827 -1.614827 -0.950372
H12 0.326414 -0.694144 -1.770479

Cartesian forces (eV/Å) of the 3 atoms listed first:
0.04 0.17 -0.13
3.41 -0.69 0.41
2.53 -0.42 2.60

Computed properties:
**Total charge**: +1
**Calculated total energy**: -2202.36002 Ha
**HOMO energy (spin up / spin down)**: -12.899 / -12.899 eV
**Spin multiplicity**: 2
**F_max**: 0.071 hartree/bohr
**Kohn-Sham gap (spin up / spin down)**: 9.033 / 6.453 eV

Results of the natural (NBO) charge analysis, in e, for atoms 1 through 6: atom 1 (C): -0.6919, atom 2 (C): 0.4018, atom 3 (O): -0.9761, atom 4 (Zn): 0.9470, atom 5 (H): 0.2481, atom 6 (H): 0.2476

Computed values of ΔE to the lowest compared entry with this formula, charge and spin (unit: eV) for the preceding records, in sequence: 2.231 6.363 4.605 2.010 6.477 0.000.